No. 1
The following is a DFT calculation (wB97M-V/def2-TZVPD) of C3H8IrO3 as an isolated structure.

Structure (ORCA input):
```
! wB97M-V def2-TZVPD RIJCOSX def2/J DEFGRID3
* xyz 2 6
Ir -2.5741 -1.0016 -1.8692
O -0.9050 -0.6153 -1.3032
O 1.0452 -0.4222 0.4112
O -4.2188 -0.5750 -1.1844
C -0.2525 0.6632 -1.2021
C 1.6132 -0.5371 1.6950
C 0.2876 0.7856 0.2126
H -0.4848 0.8342 0.9989
H 0.8334 -0.5289 2.4742
H 2.3159 0.2902 1.8844
H 2.1625 -1.4847 1.7340
H 0.5548 0.6738 -1.9444
H -0.9458 1.4791 -1.4294
H 0.9207 1.6864 0.2829
H -0.3523 -1.2477 -0.7606
*
```

Calculated total energy = -448.1165 Ha
Relative energy (zero: lowest compared OMol25 entry of this formula, charge and spin) = 0.00 kcal/mol
LUMO (spin up / spin down) = -7.84 / -14.33 eV


No. 2
The following is a DFT calculation (wB97M-V/def2-TZVPD) of an isolated ion of composition C3H8N and charge +1.

Structure (ORCA input):
```
! wB97M-V def2-TZVPD RIJCOSX def2/J DEFGRID3
* xyz 1 1
N -0.1975 -1.4861 1.1433
C 0.0571 1.4414 -1.2418
C -0.0940 0.6050 0.0655
C 0.4991 -0.6338 0.2285
H -0.9510 0.9670 0.6760
H 1.2227 -1.0430 -0.5527
H 0.2988 -1.5614 1.9654
H -1.1903 -1.2047 1.3256
H -0.1669 -2.4299 0.8291
H 0.8675 1.1001 -1.9012
H 0.5130 2.4505 -0.8300
H -0.8586 1.7950 -1.7077
*
```

SMILES = C/C=C/[NH3+]
Calculated total energy = -173.5407 Ha
Relative energy (zero: lowest compared OMol25 entry of this formula, charge and spin) = 26.37 kcal/mol
LUMO = -4.01 eV


No. 3
The following is a DFT calculation (wB97M-V/def2-TZVPD) of an isolated ion of composition C3H8N and charge +1.

Structure (ORCA input):
```
! wB97M-V def2-TZVPD RIJCOSX def2/J DEFGRID3
* xyz 1 1
N -1.1985 -1.3158 -0.6511
C -0.7300 -0.0587 0.0890
C 0.5588 0.2124 -0.0506
C 1.2587 1.3610 0.5795
H 0.4986 1.8733 1.1764
H 1.7388 2.1139 -0.0427
H 2.1079 1.0334 1.1901
H -1.1757 -1.3413 -1.6777
H -2.1921 -1.3993 -0.4260
H -1.4311 0.0704 0.8965
H 1.2661 -0.3639 -0.6494
H -0.7015 -2.1854 -0.4340
*
```

SMILES = C/C=C/[NH3+]
Calculated total energy = -173.5598 Ha
Relative energy (zero: lowest compared OMol25 entry of this formula, charge and spin) = 14.37 kcal/mol
LUMO = -3.82 eV


No. 4
The following is a DFT calculation (wB97M-V/def2-TZVPD) of an isolated ion of composition C3H8N and charge +1.

Structure (ORCA input):
```
! wB97M-V def2-TZVPD RIJCOSX def2/J DEFGRID3
* xyz 1 1
N -1.0525 1.3424 0.7702
C 1.1070 -1.4401 -0.8065
C -0.5658 0.0647 0.2271
C 0.6346 -0.1339 -0.2876
H -2.0580 1.3282 0.8999
H 0.4830 -2.3112 -0.5929
H -0.5799 1.5523 1.6436
H 2.0803 -1.6676 -0.3686
H 1.1727 -1.4304 -1.8945
H -0.7813 2.1130 0.1635
H 1.2873 0.7053 -0.5286
H -1.2398 -0.7623 0.3959
*
```

SMILES = C/C=C/[NH3+]
Calculated total energy = -173.5767 Ha
Relative energy (zero: lowest compared OMol25 entry of this formula, charge and spin) = 3.80 kcal/mol
LUMO = -3.88 eV


No. 5
The following is a DFT calculation (wB97M-V/def2-TZVPD) of a 2-piece molecular cluster, C3H8N2 overall.

Structure (ORCA input):
```
! wB97M-V def2-TZVPD RIJCOSX def2/J DEFGRID3
* xyz 0 1
N -0.9202 1.8482 -5.3892
N -0.0812 -0.4141 -5.2933
C -0.3234 0.6991 -4.7411
C 0.2218 -1.5944 6.0986
C 0.9555 -0.6405 5.5747
H 0.3087 -1.2261 -4.9434
H -0.2576 -2.4691 5.6766
H -1.1193 2.6627 -4.8001
H -0.1901 -1.3845 7.0644
H 1.2652 -0.5204 4.5720
H 1.3071 0.2129 6.3286
H -0.1159 1.0561 -3.7106
H -1.0508 1.7701 -6.4372
*
```

SMILES = [H]/N=C/N.C=C
Calculated total energy = -228.5375 Ha
Relative energy (zero: lowest compared OMol25 entry of this formula, charge and spin) = 69.73 kcal/mol
LUMO = 1.16 eV


No. 6
The following is a DFT calculation (wB97M-V/def2-TZVPD) of one molecule with the formula C3H8N2.

Structure (ORCA input):
```
! wB97M-V def2-TZVPD RIJCOSX def2/J DEFGRID3
* xyz 0 1
N 0.5821 -0.3165 0.6015
N 2.7891 0.2986 -0.1447
C -1.6468 0.5311 -0.1800
C -0.7100 -0.6381 0.0257
C 1.6530 -0.2568 -0.2956
H -1.2287 -1.4630 0.6609
H 1.5334 -0.8120 -1.1951
H -2.6461 0.1406 -0.4023
H -0.5313 -1.0555 -0.9915
H -1.7152 1.1658 0.7070
H 0.4643 0.3525 1.4165
H 2.7942 0.8650 0.7691
H -1.3380 1.1883 -0.9716
*
```

SMILES = [H]/N=C\NCC
Calculated total energy = -228.5906 Ha
Relative energy (zero: lowest compared OMol25 entry of this formula, charge and spin) = 36.43 kcal/mol
LUMO = 1.04 eV


No. 7
The following is a DFT calculation (wB97M-V/def2-TZVPD) of one molecule with the formula C3H8N2.

Structure (ORCA input):
```
! wB97M-V def2-TZVPD RIJCOSX def2/J DEFGRID3
* xyz 0 1
N -1.2905 0.3387 -0.5532
N -1.2342 -0.9061 0.2386
C 0.9281 0.4817 0.5972
C -0.3327 1.0552 -0.0306
C 1.5520 -0.6254 -0.4635
H -2.0734 -1.0478 0.6762
H 2.4336 -0.9514 0.1180
H 0.8646 -0.2647 1.3354
H 1.9606 -0.2844 -1.3346
H -0.6785 -0.8255 1.0609
H -0.1321 1.9293 -0.5419
H 1.6850 1.1927 1.0685
H 0.7283 -1.2454 -0.7987
*
```

SMILES = CC/C=N\N
Calculated total energy = -228.4940 Ha
Relative energy (zero: lowest compared OMol25 entry of this formula, charge and spin) = 97.03 kcal/mol
LUMO = 0.96 eV


No. 8
The following is a DFT calculation (wB97M-V/def2-TZVPD) of a 2-piece molecular cluster, C3H8N2 overall.

Structure (ORCA input):
```
! wB97M-V def2-TZVPD RIJCOSX def2/J DEFGRID3
* xyz 0 1
N -1.6745 -0.6693 2.0210
N 2.5540 0.3992 -3.3781
C -2.1231 0.4202 2.4710
C -0.2269 -0.7921 1.9770
C 1.3317 0.4648 -3.0914
H 0.2280 -0.5304 2.9344
H 0.7024 1.3620 -3.0570
H 0.7801 -0.4157 -2.7551
H 2.9168 1.2963 -3.7041
H 0.0816 -1.8263 1.8293
H -1.4500 1.2220 2.7934
H -3.1871 0.5276 2.6611
H 0.2718 -0.2086 1.2063
*
```

SMILES = C=NC.C=N
Calculated total energy = -228.5395 Ha
Relative energy (zero: lowest compared OMol25 entry of this formula, charge and spin) = 68.52 kcal/mol
LUMO = 0.93 eV


No. 9
The following is a DFT calculation (wB97M-V/def2-TZVPD) of one molecule with the formula C3H8N2.

Structure (ORCA input):
```
! wB97M-V def2-TZVPD RIJCOSX def2/J DEFGRID3
* xyz 0 1
N -1.1485 -1.1653 0.9365
N -0.9596 0.1047 0.3808
C 0.4226 1.6562 -0.8578
C 0.1781 0.3044 -0.1896
C 1.2241 -0.7540 -0.3008
H -1.8792 -1.0757 1.6340
H 1.2705 2.1952 -0.4176
H 1.6134 -1.0321 0.6852
H 0.7153 1.4509 -1.9085
H 0.7926 -1.6692 -0.7745
H -0.4726 2.3170 -0.8412
H -0.3102 -1.5626 1.3999
H 2.0787 -0.4387 -0.9088
*
```

SMILES = CC(C)=NN
Calculated total energy = -228.5797 Ha
Relative energy (zero: lowest compared OMol25 entry of this formula, charge and spin) = 43.30 kcal/mol
LUMO = 1.05 eV


No. 10
The following is a DFT calculation (wB97M-V/def2-TZVPD) of a 2-piece molecular cluster, C3H8N2 overall.

Structure (ORCA input):
```
! wB97M-V def2-TZVPD RIJCOSX def2/J DEFGRID3
* xyz 0 3
N 2.3110 0.4116 0.8548
N 2.6488 0.0213 -0.3064
C -0.5700 -0.6764 0.8037
C -1.5090 -0.2564 -0.2371
C -1.7453 1.0834 -0.5436
H -1.8630 -0.9936 -0.9447
H -1.3795 1.8449 0.1103
H -2.2373 1.4886 -1.4949
H 0.1656 -1.3803 0.3591
H -1.1362 -1.3489 1.6767
H 2.9438 -0.9717 -0.4380
H -0.0505 0.2518 1.3064
H 2.4217 0.5259 -1.1463
*
```

Calculated total energy = -228.4330 Ha
Relative energy (zero: lowest compared OMol25 entry of this formula, charge and spin) = 5.26 kcal/mol
LUMO (spin up / spin down) = 0.98 / 0.14 eV


No. 11
The following is a DFT calculation (wB97M-V/def2-TZVPD) of C3H8N2 as an isolated structure.

Structure (ORCA input):
```
! wB97M-V def2-TZVPD RIJCOSX def2/J DEFGRID3
* xyz 1 2
N -0.8518 -0.4059 1.3625
N 0.2376 -0.8198 -0.7459
C 0.1313 0.6277 -1.0585
C 0.9465 1.4106 -0.0281
C -0.4589 -1.1984 0.3525
H 0.6027 0.7713 -2.0388
H 1.9869 1.0986 0.0235
H -0.9071 0.9549 -1.1034
H -1.2849 -1.0955 1.9862
H -1.4494 -0.2639 0.4333
H -0.4001 -2.2631 0.6082
H 0.9591 2.4547 -0.3732
H 0.5550 1.3392 0.9734
*
```

Calculated total energy = -228.1830 Ha
Relative energy (zero: lowest compared OMol25 entry of this formula, charge and spin) = 97.55 kcal/mol
LUMO (spin up / spin down) = -5.18 / -8.58 eV


No. 12
The following is a DFT calculation (wB97M-V/def2-TZVPD) of a 3-piece molecular cluster, C3H8N2O overall.

Structure (ORCA input):
```
! wB97M-V def2-TZVPD RIJCOSX def2/J DEFGRID3
* xyz 0 1
O -1.4013 -1.4239 -0.1258
N -1.5571 0.5743 -1.2502
N 1.0425 1.2532 -0.4038
C -1.1188 -0.2464 -0.2249
C 0.6133 0.1539 0.0583
C 1.4347 -0.9767 0.5928
H 1.0050 -1.9455 0.3088
H -2.5519 0.5183 -1.4562
H -0.7262 0.5490 1.0796
H 2.0553 1.4143 -0.3414
H -1.6131 0.5279 1.1953
H -1.0967 1.4797 -1.3324
H 2.4632 -0.9443 0.2089
H 1.4511 -0.9335 1.6910
*
```

Calculated total energy = -303.7306 Ha
Relative energy (zero: lowest compared OMol25 entry of this formula, charge and spin) = 101.38 kcal/mol
LUMO = 0.78 eV


No. 13
The following is a DFT calculation (wB97M-V/def2-TZVPD) of one molecule with the formula C3H8N2O.

Structure (ORCA input):
```
! wB97M-V def2-TZVPD RIJCOSX def2/J DEFGRID3
* xyz 0 1
O 1.2301 -0.0874 -1.7098
N 1.9024 -0.7912 0.3611
N -0.1492 0.2999 0.1045
C -0.9430 -0.6582 0.8659
C 1.0084 -0.1842 -0.5142
C -0.9448 1.2021 -0.7122
H 2.0267 -0.3716 1.2743
H -1.4768 0.6884 -1.5231
H -0.3056 1.9675 -1.1551
H -1.6827 1.7050 -0.0793
H -0.2817 -1.3815 1.3435
H -1.5243 -0.1446 1.6408
H -1.6288 -1.2077 0.1992
H 2.7693 -1.0365 -0.0955
*
```

SMILES = CN(C)C(N)=O
Calculated total energy = -303.8774 Ha
Relative energy (zero: lowest compared OMol25 entry of this formula, charge and spin) = 9.24 kcal/mol
LUMO = 0.93 eV


No. 14
The following is a DFT calculation (wB97M-V/def2-TZVPD) of one molecule with the formula C3H8N2O.

Structure (ORCA input):
```
! wB97M-V def2-TZVPD RIJCOSX def2/J DEFGRID3
* xyz 0 1
O -1.0277 -1.5529 0.1786
N -0.6553 0.6587 -0.1991
N 2.0375 -0.0845 0.1856
C -1.8579 0.7383 -1.0361
C 0.9882 -0.5356 1.0921
C -0.3520 -0.5639 0.3364
H 0.1629 1.1620 -0.5062
H -1.8158 -0.0038 -1.8382
H -1.9220 1.7140 -1.5049
H 0.8298 0.1305 1.9356
H 2.8069 0.2953 0.7167
H 1.1624 -1.5559 1.4244
H -2.6953 0.4611 -0.4048
H 2.3381 -0.8631 -0.3801
*
```

SMILES = CNC(=O)CN
Calculated total energy = -303.8658 Ha
Relative energy (zero: lowest compared OMol25 entry of this formula, charge and spin) = 16.50 kcal/mol
LUMO = 0.93 eV


No. 15
The following is a DFT calculation (wB97M-V/def2-TZVPD) of one molecule with the formula C3H8N2O.

Structure (ORCA input):
```
! wB97M-V def2-TZVPD RIJCOSX def2/J DEFGRID3
* xyz 0 1
O 1.3066 1.5520 1.0870
N -1.4270 -0.4636 -0.2323
N -0.9824 1.7476 1.3932
C 0.9246 -0.7016 -0.9634
C -0.0248 -0.3503 0.1903
C 0.0547 1.2123 0.9196
H 0.8858 0.0553 -1.7528
H -1.6342 -1.4109 -0.5413
H 0.1296 -1.0452 1.0202
H 1.9603 -0.7878 -0.6206
H 1.5339 0.5616 0.7340
H -1.6008 0.1495 -1.0278
H -1.7980 1.1595 1.1841
H 0.6717 -1.6783 -1.3902
*
```

SMILES = [H]/N=C(/O)[C@H](C)N
Calculated total energy = -303.8017 Ha
Relative energy (zero: lowest compared OMol25 entry of this formula, charge and spin) = 56.76 kcal/mol
LUMO = 0.63 eV


No. 16
The following is a DFT calculation (wB97M-V/def2-TZVPD) of one molecule with the formula C3H8N2O.

Structure (ORCA input):
```
! wB97M-V def2-TZVPD RIJCOSX def2/J DEFGRID3
* xyz 0 1
O 0.1565 -1.2222 -1.8742
N -1.7808 -0.7691 -0.7418
N 0.2597 0.1052 -0.0228
C 1.6988 -0.0107 0.0737
C -0.3555 1.0463 0.8836
C -0.4053 -0.6670 -0.9429
H -1.4401 1.0697 0.7725
H -2.0890 -0.7638 0.2207
H 1.9722 -0.8031 0.7826
H -2.1671 -1.5375 -1.2734
H 2.1279 -0.2402 -0.9008
H 0.0200 2.0512 0.6516
H -0.1102 0.8091 1.9281
H 2.1130 0.9324 0.4431
*
```

SMILES = CN(C)C(N)=O
Calculated total energy = -303.8785 Ha
Relative energy (zero: lowest compared OMol25 entry of this formula, charge and spin) = 8.57 kcal/mol
LUMO = 0.82 eV


No. 17
The following is a DFT calculation (wB97M-V/def2-TZVPD) of one molecule with the formula C3H8N2O.

Structure (ORCA input):
```
! wB97M-V def2-TZVPD RIJCOSX def2/J DEFGRID3
* xyz 0 1
O -0.7466 -1.5824 -0.9724
N 1.1856 -0.9574 0.1226
N -0.7603 0.2594 0.3805
C 2.0585 0.2003 -0.0570
C -0.1642 -0.8199 -0.2184
C -2.1370 0.5844 0.0936
H -2.2793 1.6639 0.1987
H -2.3353 0.2890 -0.9375
H -0.3695 0.5549 1.2619
H 1.5415 -1.7924 -0.3259
H 2.2803 0.3969 -1.1156
H 2.9976 0.0512 0.4808
H -2.8506 0.0593 0.7404
H 1.5792 1.0927 0.3483
*
```

SMILES = CNC(=O)NC
Calculated total energy = -303.8768 Ha
Relative energy (zero: lowest compared OMol25 entry of this formula, charge and spin) = 9.65 kcal/mol
LUMO = 0.90 eV


No. 18
The following is a DFT calculation (wB97M-V/def2-TZVPD) of one molecule with the formula C3H8N2O.

Structure (ORCA input):
```
! wB97M-V def2-TZVPD RIJCOSX def2/J DEFGRID3
* xyz 0 1
O 1.8680 -1.7500 1.5372
N 1.9188 -1.4240 0.1736
N 1.4483 -0.2988 0.9087
C -1.6905 0.9912 -0.8107
C 0.0350 -0.2118 0.9011
C -0.2071 0.4162 -0.5363
H -1.7841 1.8050 -0.1662
H -0.3671 0.3998 1.6155
H 0.1003 -0.4441 -1.2097
H -1.7589 1.3884 -1.8647
H -0.3709 -1.2250 0.9151
H 0.4576 1.2863 -0.6966
H 2.8681 -1.1883 -0.2304
H -2.5174 0.2552 -0.5365
*
```

SMILES = CCCn1[nH]o1
Calculated total energy = -303.6579 Ha
Relative energy (zero: lowest compared OMol25 entry of this formula, charge and spin) = 146.99 kcal/mol
LUMO = 1.03 eV


No. 19
The following is a DFT calculation (wB97M-V/def2-TZVPD) of one molecule with the formula C3H8N2O.

Structure (ORCA input):
```
! wB97M-V def2-TZVPD RIJCOSX def2/J DEFGRID3
* xyz 0 1
O -1.6294 -1.0925 -0.1338
N -0.5857 -0.6694 0.7533
N 0.5812 0.5872 -0.9601
C 0.0188 0.5390 0.2136
C -0.0049 1.6278 1.1647
C 0.8077 -0.7490 -1.5408
H 0.7666 2.3428 0.8843
H 1.6717 -0.7529 -2.2455
H 1.1496 -1.5196 -0.7968
H -0.9690 2.1554 1.3323
H 0.2476 1.1556 2.1918
H -1.0866 -1.8972 -0.4764
H -0.0328 -1.1822 -2.1808
H -0.9348 -0.5450 1.7942
*
```

SMILES = C/N=C(/C)NO
Calculated total energy = -303.7512 Ha
Relative energy (zero: lowest compared OMol25 entry of this formula, charge and spin) = 88.43 kcal/mol
LUMO = 0.92 eV


No. 20
The following is a DFT calculation (wB97M-V/def2-TZVPD) of one molecule with the formula C3H8N2O.

Structure (ORCA input):
```
! wB97M-V def2-TZVPD RIJCOSX def2/J DEFGRID3
* xyz 0 1
O -1.0256 1.7769 -0.3007
N -1.6752 -0.8486 -0.2365
N 2.2426 0.1080 -0.2348
C -0.3599 -0.4334 0.3444
C -0.0801 1.0570 0.3198
C 0.8267 0.0620 -0.4933
H 2.5720 -1.0515 -0.3417
H 2.2502 0.3778 0.9916
H -0.1722 -1.0277 1.3027
H -2.1237 -1.2540 0.6226
H 0.3547 1.4860 1.1867
H -1.8345 1.1626 -0.5505
H -1.5085 -1.5350 -1.0291
H 0.5337 0.1200 -1.5811
*
```

SMILES = N[C@@H]1C(O)[C@H]1N
Calculated total energy = -303.7356 Ha
Relative energy (zero: lowest compared OMol25 entry of this formula, charge and spin) = 98.22 kcal/mol
LUMO = 0.82 eV